{
  "formula": "H10O4S",
  "method": "wB97M-V/def2-TZVPD",
  "elements": ["S", "O", "O", "O", "O", "H", "H", "H", "H", "H", "H", "H", "H", "H", "H"],
  "xyz": [[0.05, 2.11, -2.80], [-2.29, -1.81, 1.47], [1.78, -1.37, 1.19], [-0.59, -1.50, -0.90], [1.19, 1.58, 0.67], [1.47, -0.54, 1.59], [-3.07, -2.24, 1.12], [1.16, -2.02, 1.54], [1.89, 2.24, 0.76], [-0.67, -0.94, -1.68], [0.81, 3.21, -2.83], [-0.55, 2.44, -1.65], [-1.55, -2.21, 0.99], [-0.03, -1.05, -0.26], [0.39, 2.09, 0.79]],
  "nbo_charge": [-0.279, -0.949, -0.943, -0.969, -0.944, 0.483, 0.470, 0.463, 0.476, 0.478, 0.145, 0.134, 0.478, 0.487, 0.470],
  "smiles": "O.O.O.O.S",
  "e_homo_ev": -10.0,
  "lumo_energy_ev": 0.24,
  "gap_ev": 10.19
}

---

{
  "formula": "H10O5",
  "method": "wB97M-V/def2-TZVPD",
  "elements": ["O", "O", "O", "O", "O", "H", "H", "H", "H", "H", "H", "H", "H", "H", "H"],
  "xyz": [[1.80, 0.38, 2.24], [2.88, -0.06, -1.53], [0.53, 0.95, -0.90], [-1.02, 0.30, 1.78], [-2.95, -1.21, -2.73], [-2.54, -1.07, -1.88], [2.09, 0.33, -1.16], [-1.35, -0.46, 2.26], [2.82, -0.99, -1.31], [1.79, -0.09, 3.07], [-1.30, 1.06, 2.28], [-0.36, 0.61, -1.02], [0.93, 0.25, 1.87], [-3.70, -1.78, -2.55], [0.40, 1.77, -0.42]],
  "nbo_charge": [-0.995, -0.984, -0.995, -1.483, -1.006, 0.435, 0.498, 0.343, 0.451, 0.447, 0.388, 0.476, 0.495, 0.455, 0.472],
  "e_homo_ev": [0.3, -7.5],
  "total_charge": -1,
  "s2": 0.7504,
  "lumo_energy_ev": [3.62, 3.56],
  "gap_ev": [3.32, 11.01],
  "multiplicity": 2
}

---

{
  "formula": "H10O5",
  "method": "wB97M-V/def2-TZVPD",
  "elements": ["O", "O", "O", "O", "O", "H", "H", "H", "H", "H", "H", "H", "H", "H", "H"],
  "xyz": [[0.88, 4.06, -0.67], [-0.50, -2.21, -1.77], [-4.20, -0.28, 1.59], [-0.09, -0.54, -0.77], [4.33, -1.31, 1.38], [4.37, -0.75, 2.17], [-0.37, -1.23, -0.16], [3.42, -1.25, 1.10], [0.83, -0.38, -0.53], [0.66, 4.13, 0.27], [-4.96, 0.18, 1.95], [-1.18, -2.38, -2.43], [-0.01, -1.46, -2.12], [0.71, 3.14, -0.88], [-3.90, 0.30, 0.87]],
  "nbo_charge": [-0.935, -0.967, -0.936, -0.941, -0.930, 0.468, 0.500, 0.462, 0.457, 0.467, 0.468, 0.460, 0.490, 0.468, 0.469],
  "smiles": "O.O.O.O.O",
  "e_homo_ev": -10.2,
  "lumo_energy_ev": 0.09,
  "gap_ev": 10.27
}

---

{
  "formula": "H10O5",
  "method": "wB97M-V/def2-TZVPD",
  "elements": ["O", "O", "O", "O", "O", "H", "H", "H", "H", "H", "H", "H", "H", "H", "H"],
  "xyz": [[-3.33, 0.30, -0.16], [0.73, -2.88, 1.32], [3.29, 0.08, -1.43], [0.10, -0.46, -0.28], [-1.15, 1.94, 0.67], [-3.86, 0.53, 0.64], [0.93, -0.35, -0.45], [-0.55, 2.70, 0.61], [0.89, -3.62, 0.85], [4.04, 0.76, -1.58], [-1.47, 2.03, 1.52], [0.48, -2.16, 0.80], [-0.30, 0.40, -0.06], [-2.49, 0.86, -0.26], [2.68, -0.13, -2.18]],
  "nbo_charge": [-0.974, -0.956, -0.990, -0.955, -0.947, 0.471, 0.459, 0.488, 0.459, 0.498, 0.481, 0.489, 0.491, 0.496, 0.492],
  "smiles": "O.O.O.O.O",
  "e_homo_ev": -10.7,
  "lumo_energy_ev": 0.14,
  "gap_ev": 10.87
}

---

{
  "formula": "H10O5",
  "method": "wB97M-V/def2-TZVPD",
  "elements": ["O", "O", "O", "O", "O", "H", "H", "H", "H", "H", "H", "H", "H", "H", "H"],
  "xyz": [[-0.60, -0.79, -1.34], [1.40, 0.09, 1.00], [-2.20, 0.75, 0.03], [-0.34, 1.88, 1.81], [1.73, -2.31, -0.91], [2.54, -2.48, -1.40], [1.11, -0.63, 0.29], [-2.97, 1.18, 0.14], [2.04, 0.40, 0.24], [0.97, -1.88, -1.20], [-0.29, 2.65, 1.37], [-1.37, -1.29, -1.71], [0.58, 1.44, 1.88], [-0.92, 0.10, -1.01], [-1.68, 0.89, 0.81]],
  "nbo_charge": [-1.018, -0.974, -0.972, -0.983, -1.008, 0.496, 0.510, 0.471, 0.469, 0.508, 0.461, 0.490, 0.519, 0.522, 0.509],
  "smiles": "O.O.O.O.O",
  "e_homo_ev": -10.9,
  "lumo_energy_ev": 0.70,
  "gap_ev": 11.64
}

---

{
  "formula": "H10O5",
  "method": "wB97M-V/def2-TZVPD",
  "elements": ["O", "O", "O", "O", "O", "H", "H", "H", "H", "H", "H", "H", "H", "H", "H"],
  "xyz": [[4.32, -0.76, -0.45], [-0.25, 3.58, 0.93], [0.06, 0.48, -1.19], [-4.19, -1.09, -0.32], [0.32, -1.97, 1.66], [-3.90, -0.81, -1.20], [-0.09, -1.78, 2.51], [0.53, 3.65, 0.37], [3.46, -0.67, -0.04], [0.01, -0.30, -1.75], [-0.42, -2.16, 1.07], [4.59, -1.67, -0.24], [-0.74, 4.39, 0.77], [-4.08, -2.05, -0.34], [0.37, 1.17, -1.78]],
  "nbo_charge": [-0.943, -0.930, -0.929, -0.932, -0.939, 0.468, 0.471, 0.465, 0.476, 0.463, 0.467, 0.467, 0.465, 0.464, 0.466],
  "smiles": "O.O.O.O.O",
  "e_homo_ev": -11.3,
  "lumo_energy_ev": 0.36,
  "gap_ev": 11.67
}

---

Number 1: E_tot -705.1193 Ha. Number 2: E_tot -382.1665 Ha. Number 3: E_tot -382.1193 Ha. Number 4: E_tot -382.1478 Ha. Number 5: E_tot -382.1552 Ha. Number 6: E_tot -382.1689 Ha.